Record 1
{
  "formula": "C3H3FO2",
  "method": "ωB97M-V/def2-TZVPD",
  "gap_ev": 10.46,
  "energy_ha": -366.316154,
  "multiplicity": 1,
  "homo_energy_ev": -10.23,
  "mol_weight_g_mol": 90.1,
  "relative_energy_kj_mol": 346.4,
  "symbols": ["C", "C", "C", "O", "O", "F", "H", "H", "H"],
  "coordinates": [[-1.685, -0.440, 0.076], [1.148, 0.795, 0.199], [0.462, -0.521, -0.087], [-2.469, -0.201, 0.951], [0.860, 0.367, -1.090], [-2.039, -0.771, -1.223], [0.607, 1.657, 0.690], [2.121, 0.588, 0.391], [0.995, -1.474, 0.094]],
  "lowdin_charge": [-0.225, -0.143, -0.054, 0.112, -0.048, 0.025, 0.141, 0.067, 0.126]
}

---

Record 2
{
  "formula": "C2H6O2",
  "method": "ωB97M-V/def2-TZVPD",
  "gap_ev": [7.64, 7.64],
  "energy_ha": -229.983070,
  "multiplicity": 1,
  "smiles": "C=C.OO",
  "homo_energy_ev": [-8.31, -8.31],
  "mol_weight_g_mol": 62.1,
  "relative_energy_kj_mol": 781.2,
  "symbols": ["C", "C", "H", "H", "H", "H", "O", "O", "H", "H"],
  "coordinates": [[0.711, -0.145, 0.456], [1.284, 0.688, -0.404], [0.655, 0.018, 1.522], [0.767, -1.423, 0.247], [1.569, 1.685, -0.104], [1.383, 0.453, -1.454], [-1.069, -0.573, -0.284], [-2.100, 0.197, 0.598], [-0.478, -1.397, -0.496], [-2.722, 0.497, -0.081]],
  "lowdin_charge": [-0.175, -0.086, 0.075, 0.129, 0.041, 0.043, -0.238, 0.006, 0.120, 0.085]
}

---

Record 3
{
  "formula": "C4BF6O4",
  "method": "ωB97M-V/def2-TZVPD",
  "gap_ev": 9.77,
  "energy_ha": -1077.626615,
  "multiplicity": 1,
  "smiles": "O=C([O-])C(=O)OB(C(F)(F)F)C(F)(F)F",
  "homo_energy_ev": -6.32,
  "mol_weight_g_mol": 236.8,
  "relative_energy_kj_mol": 0.0,
  "total_charge": -1,
  "symbols": ["O", "C", "O", "C", "O", "O", "B", "C", "F", "F", "F", "C", "F", "F", "F"],
  "coordinates": [[1.624, -0.263, 0.227], [1.996, 0.454, -0.795], [3.049, 0.711, -1.310], [0.693, 0.901, -1.549], [0.688, 1.479, -2.631], [-0.491, 0.681, -0.813], [-0.557, -0.121, 0.235], [-0.944, -1.765, -0.009], [-2.197, -1.927, -0.432], [-0.857, -2.394, 1.209], [-0.214, -2.453, -0.864], [-0.885, 0.718, 1.694], [-2.251, 0.960, 1.887], [-0.402, 1.972, 1.426], [-0.448, 0.347, 2.904]],
  "lowdin_charge": [0.013, -0.551, 0.081, -0.259, 0.114, 0.178, -0.258, -0.522, 0.124, 0.085, 0.151, -0.424, 0.053, 0.089, 0.124]
}

---

Record 4
{
  "formula": "C3H9N2OS",
  "method": "ωB97M-V/def2-TZVPD",
  "gap_ev": 8.37,
  "energy_ha": -702.334309,
  "multiplicity": 1,
  "smiles": "C/[NH+]=C/[C@@](N)(O)S",
  "homo_energy_ev": -13.55,
  "mol_weight_g_mol": 121.2,
  "relative_energy_kj_mol": 236.5,
  "total_charge": 1,
  "symbols": ["C", "N", "C", "C", "N", "O", "S", "H", "H", "H", "H", "H", "H", "H", "H", "H"],
  "coordinates": [[1.765, -2.025, -0.041], [0.781, -1.075, 0.383], [0.023, -0.248, -0.289], [-0.883, 0.805, 0.263], [-1.946, 1.086, -0.595], [-1.213, 0.552, 1.518], [0.590, 2.319, 0.289], [2.384, -1.701, -0.765], [2.458, -2.419, 0.836], [1.282, -2.947, -0.501], [0.493, -1.313, 1.280], [0.344, -0.067, -1.263], [-1.704, 1.043, -1.609], [-2.459, 1.977, -0.522], [-1.926, 1.190, 1.902], [0.010, 2.822, -0.886]],
  "lowdin_charge": [-0.017, 0.061, 0.006, -0.810, 0.090, 0.011, 0.712, 0.050, 0.161, 0.135, 0.140, 0.127, 0.124, 0.126, 0.199, -0.115]
}

---

Record 5
{
  "formula": "C9H27F4K2N2O20P3S4",
  "method": "ωB97M-V/def2-TZVPD",
  "gap_ev": 5.74,
  "energy_ha": -6189.723103,
  "multiplicity": 1,
  "homo_energy_ev": -8.39,
  "mol_weight_g_mol": 858.7,
  "symbols": ["K", "K", "N", "S", "O", "O", "F", "S", "O", "O", "F", "N", "S", "O", "O", "F", "S", "O", "O", "F", "C", "O", "P", "O", "O", "C", "O", "C", "H", "H", "H", "H", "H", "H", "H", "H", "H", "C", "O", "P", "O", "O", "C", "O", "C", "H", "H", "H", "H", "H", "H", "H", "H", "H", "C", "O", "P", "O", "O", "C", "O", "C", "H", "H", "H", "H", "H", "H", "H", "H", "H"],
  "coordinates": [[-0.498, 1.942, 3.084], [2.171, 4.092, 2.167], [-0.307, -5.378, -0.464], [0.275, -4.186, 0.647], [-0.311, -4.251, 1.998], [0.872, -2.950, 0.234], [1.617, -5.113, 0.740], [-1.145, -4.342, -1.248], [-0.581, -3.406, -2.254], [-2.277, -3.871, -0.481], [-1.721, -5.478, -2.222], [1.898, 1.438, 1.823], [2.809, 0.510, 2.974], [4.038, 1.218, 3.340], [2.790, -0.899, 3.027], [1.824, 0.757, 4.282], [1.526, 0.436, 0.803], [0.317, -0.318, 1.117], [2.664, -0.257, 0.196], [1.050, 1.456, -0.355], [-0.994, 3.771, -1.857], [-2.131, 3.608, -0.976], [-2.705, 2.118, -0.599], [-1.920, 1.704, 0.621], [-4.244, 2.432, -0.235], [-4.646, 3.309, 0.848], [-2.644, 1.247, -1.947], [-1.818, 0.107, -1.977], [-1.036, 2.919, -2.536], [-0.046, 3.883, -1.331], [-0.995, 4.619, -2.541], [-5.398, 2.820, 1.466], [-5.150, 4.107, 0.304], [-3.848, 3.809, 1.397], [-1.080, 0.331, -2.747], [-2.487, -0.674, -2.339], [-1.394, -0.322, -1.069], [4.751, 1.662, -6.650], [5.180, 1.368, -5.359], [4.742, 2.494, -4.186], [5.456, 3.779, -4.318], [3.095, 2.521, -4.217], [2.358, 1.355, -4.006], [5.100, 1.577, -2.868], [5.281, 0.141, -2.891], [3.802, 1.173, -6.873], [5.434, 1.345, -7.438], [4.562, 2.718, -6.839], [2.301, 1.000, -2.976], [2.848, 0.477, -4.428], [1.341, 1.577, -4.331], [6.302, -0.090, -2.587], [5.090, -0.351, -3.845], [4.767, -0.309, -2.042], [-3.985, -2.273, 6.360], [-4.082, -1.162, 5.490], [-2.943, -1.070, 4.273], [-3.083, 0.107, 3.311], [-1.459, -1.284, 5.048], [-0.375, -1.591, 4.185], [-3.169, -2.511, 3.568], [-3.856, -2.668, 2.320], [-3.966, -3.218, 5.817], [-4.838, -2.295, 7.038], [-3.071, -2.316, 6.952], [-0.718, -2.178, 3.332], [0.476, -2.044, 4.693], [-0.015, -0.686, 3.695], [-4.735, -3.296, 2.464], [-3.221, -3.345, 1.748], [-3.842, -1.796, 1.667]],
  "lowdin_charge": [0.818, 0.930, -0.246, 0.601, -0.308, -0.286, -0.243, 0.437, -0.332, -0.323, -0.217, -0.480, 0.632, -0.274, -0.191, -0.259, 0.408, -0.279, -0.256, -0.196, -0.085, -0.237, 0.503, -0.326, -0.216, -0.070, -0.198, -0.084, 0.076, 0.072, 0.087, 0.096, 0.087, 0.081, 0.093, 0.101, 0.089, -0.154, -0.252, 0.535, -0.232, -0.227, -0.125, -0.232, -0.092, 0.085, 0.091, 0.086, 0.079, 0.088, 0.095, 0.086, 0.085, 0.084, -0.135, -0.222, 0.590, -0.298, -0.234, -0.109, -0.241, -0.068, 0.085, 0.091, 0.084, 0.074, 0.111, 0.015, 0.097, 0.063, 0.092]
}

---

Copy entry 1 word for word.
{
  "formula": "C3H3FO2",
  "method": "ωB97M-V/def2-TZVPD",
  "gap_ev": 10.46,
  "energy_ha": -366.316154,
  "multiplicity": 1,
  "homo_energy_ev": -10.23,
  "mol_weight_g_mol": 90.1,
  "relative_energy_kj_mol": 346.4,
  "symbols": ["C", "C", "C", "O", "O", "F", "H", "H", "H"],
  "coordinates": [[-1.685, -0.440, 0.076], [1.148, 0.795, 0.199], [0.462, -0.521, -0.087], [-2.469, -0.201, 0.951], [0.860, 0.367, -1.090], [-2.039, -0.771, -1.223], [0.607, 1.657, 0.690], [2.121, 0.588, 0.391], [0.995, -1.474, 0.094]],
  "lowdin_charge": [-0.225, -0.143, -0.054, 0.112, -0.048, 0.025, 0.141, 0.067, 0.126]
}

---

Q: What is the multiplicity in the fourth record?
A: 1

---

Q: Which formula does entry 1 have?
A: C3H3FO2